{
  "formula": "C68H131F3O41",
  "method": "ωB97M-V/def2-TZVPD",
  "elements": ["H", "H", "O", "C", "H", "C", "H", "H", "H", "H", "H", "H", "H", "C", "O", "O", "C", "H", "H", "H", "C", "H", "O", "C", "O", "H", "C", "H", "H", "C", "C", "C", "H", "C", "H", "O", "C", "H", "H", "H", "H", "H", "H", "H", "O", "H", "O", "C", "C", "H", "H", "C", "H", "H", "H", "H", "C", "H", "C", "H", "H", "H", "H", "C", "H", "H", "H", "H", "C", "H", "H", "C", "C", "C", "C", "C", "H", "H", "C", "H", "O", "H", "H", "C", "H", "H", "O", "O", "C", "H", "H", "O", "H", "H", "C", "H", "H", "H", "H", "H", "O", "H", "H", "C", "C", "O", "H", "H", "H", "H", "H", "C", "O", "O", "O", "C", "C", "H", "H", "H", "H", "C", "C", "H", "O", "C", "O", "C", "H", "O", "H", "O", "O", "C", "H", "O", "H", "C", "C", "H", "O", "H", "H", "H", "O", "C", "H", "H", "C", "O", "C", "H", "O", "C", "H", "C", "H", "H", "O", "O", "C", "C", "H", "H", "H", "H", "O", "H", "O", "H", "H", "H", "F", "H", "C", "O", "O", "H", "H", "H", "C", "H", "H", "C", "H", "H", "H", "H", "O", "H", "H", "C", "C", "H", "C", "H", "C", "O", "H", "C", "H", "C", "C", "H", "H", "H", "H", "C", "H", "H", "H", "O", "H", "H", "C", "H", "H", "H", "C", "H", "C", "H", "C", "H", "F", "F", "C", "H", "O", "C", "H", "H", "H", "O", "C", "O", "C", "O", "H", "C", "O", "C", "H"],
  "coordinates": [[-1.41200, -3.74181, 3.41317], [-4.32131, -0.12847, -4.09186], [-7.85650, 10.31087, 1.38276], [-8.59016, 2.85500, -0.73109], [-4.81590, 3.56747, -1.44979], [-5.60983, 2.81831, -1.46120], [-2.54963, 13.90132, 7.02644], [2.61410, 4.68152, -1.11370], [-3.26763, 3.14476, 6.83709], [-7.78750, 3.63100, 6.93961], [0.68152, 7.38010, -5.06788], [-4.45217, 2.31916, 8.68185], [-7.29908, 7.23097, -1.43533], [-4.80457, 6.94963, -5.26694], [-3.37192, 0.89298, 3.34628], [-5.72845, 1.27279, -4.88896], [-2.23748, -2.60060, 6.55644], [-4.12985, 3.54854, 5.45009], [2.45984, -0.27708, 8.50740], [4.91886, -0.90333, 8.40136], [-4.25655, 1.80682, -3.12922], [-1.82921, -1.72641, 6.04084], [-5.68125, 8.00312, -5.67654], [-1.33769, 3.62615, 2.98722], [-0.68806, 6.30441, 5.23454], [-3.96679, 12.75837, 2.74401], [-1.01206, 8.22646, 0.15336], [4.28217, 0.05864, 7.07568], [-6.75539, 3.67076, 2.05795], [-4.14613, 7.17560, -3.90017], [-5.88455, 0.18405, 1.17844], [-3.83481, -8.02488, 5.86016], [-7.97461, 0.70983, 2.96485], [-8.89003, 10.76132, 0.63268], [-3.30956, 1.55462, -2.63229], [-3.24002, 6.06363, -3.75047], [-3.73094, 7.74515, 5.84086], [-9.20044, 2.44665, -1.54436], [-4.38786, -6.46168, 3.30599], [-2.00026, 5.73032, 0.51399], [-4.57887, 9.67852, -5.13944], [-5.77876, 3.56050, 10.09785], [-4.78320, -8.54871, 5.70795], [-0.17654, -0.41708, 3.23303], [-1.51933, 9.48995, 0.57527], [-2.57071, 9.52585, 6.66532], [-5.44275, 0.05168, 3.42644], [-0.16005, -3.21322, 1.26504], [-2.79511, 8.93334, 5.78229], [0.11275, -3.12429, 0.21020], [0.09684, -0.08706, 4.85587], [1.33230, 5.87561, 0.19847], [-4.06318, 6.68858, -6.02550], [-4.04404, 2.84049, -3.41870], [-5.63267, 5.27126, 3.75901], [3.80650, -3.26192, -0.44968], [-2.22390, 5.28078, 1.47717], [-7.20515, 5.26793, 7.23710], [4.24873, -0.92832, 7.54256], [4.90779, -0.87896, 0.94448], [-0.53815, 2.03385, 1.89711], [-6.10362, 1.70579, 8.54857], [-3.32507, -8.08986, 4.89033], [1.80032, -1.27063, 6.70915], [1.22916, 0.44813, 3.57011], [-3.93207, 4.67674, 2.64695], [-6.73753, 8.89326, -1.75650], [-3.88708, 3.96781, 1.14977], [-4.39672, 0.63716, 2.79455], [0.48427, -3.98414, 1.70389], [-7.25478, 5.73222, 3.44489], [-5.04034, -6.08814, 5.35992], [-2.94807, 12.92866, 4.74767], [-6.29855, -0.56878, 2.45953], [-4.46351, 0.93196, -4.33242], [2.84099, -0.99290, 1.31124], [-5.53536, 6.14187, -5.25511], [-2.56190, 11.56185, 1.60123], [-3.49733, -2.24284, 7.33427], [-3.16924, -5.25896, 2.18726], [-10.03581, 3.73193, 8.29194], [-5.68246, -0.38496, -6.02447], [-3.99562, 7.44437, 7.92081], [-7.60983, 8.27301, -1.54668], [-9.57937, 5.24497, 6.87394], [-6.15021, 2.89965, 3.43182], [4.49932, -2.54538, 1.96695], [-1.58392, 4.00610, 1.59178], [-4.64559, 7.51348, 7.04769], [-1.22965, 11.19195, 2.52646], [-5.26523, 4.68382, 8.93251], [-0.62599, 2.53596, -1.96256], [-4.74309, 12.02239, 3.99187], [-7.30985, 3.00620, -2.90564], [-6.65839, 4.92589, 3.87688], [-4.60008, -2.48446, 5.57141], [-5.16384, 6.56869, 6.90198], [3.53144, -1.70906, -1.16934], [-4.80663, 7.17564, -0.50603], [-9.42526, 5.69646, 8.44065], [0.93861, -3.77032, 8.90456], [-6.60759, 0.95981, 0.90567], [-3.35185, -1.42650, 8.04874], [4.21548, -2.24534, -0.51756], [-7.73960, -0.34455, 2.82392], [-5.39200, 2.73002, 6.88058], [-0.38663, 6.69410, -2.14371], [-3.21697, -8.43310, 6.65476], [-1.99200, 5.98666, 2.27919], [-4.28585, 4.53117, 6.86814], [-5.82709, 9.93361, -6.35279], [-7.77502, 4.44324, 7.67586], [-5.24045, 1.60910, -2.11869], [-5.77600, -4.31420, 8.82756], [-3.12979, 10.93843, 3.45470], [0.18512, 8.16378, -4.48320], [-9.28476, 3.40679, 2.79780], [-4.35521, 9.06514, -6.82200], [-11.63154, 4.12723, 7.06021], [-1.62959, 8.76384, 2.49996], [-6.81903, 0.74867, -6.62087], [-4.66928, -5.62546, 3.95525], [-2.25173, 10.82818, 2.35555], [0.80314, 8.53219, -3.65494], [-9.54313, 11.71698, 0.86696], [-4.91906, 6.15886, -0.11749], [-3.75921, -4.53566, 3.97735], [-0.37818, 2.47035, 2.88806], [-2.79080, 7.06412, -1.95418], [0.89850, -2.23912, 7.23847], [-3.56821, 8.09673, -3.83963], [-9.13810, 9.90512, -0.40861], [-5.75522, -2.61380, 7.31900], [-9.23388, 4.80830, 7.82343], [-3.24019, 9.62662, 5.06830], [-9.36603, 4.23991, 1.94131], [-0.42861, 7.74971, 0.93899], [-1.59854, 7.06034, 5.38223], [-6.79589, 3.54571, -2.10924], [-1.91186, 7.66206, -0.10803], [-4.59671, 5.97912, 1.22274], [-7.98303, -0.97156, 3.67820], [-4.88316, 7.08470, -3.09738], [-8.31900, 8.15906, -2.36675], [-0.67322, 1.49931, 3.88910], [-5.82280, 0.69262, -6.18705], [-5.56500, -5.19953, 3.48294], [-8.06106, 2.08518, -0.15277], [-3.71707, 12.21613, 3.66116], [4.11915, -2.39945, 4.16891], [-2.59684, 12.80882, 7.08000], [5.24460, -2.45471, -0.79784], [-4.66407, 0.82065, 1.49854], [4.14636, -1.66220, 0.87214], [2.21950, -1.58643, 5.75488], [-3.71642, 4.94904, 1.61096], [-3.70340, 1.12742, -5.09802], [-4.27995, 7.49683, 4.93038], [-8.18142, 3.01980, 3.39830], [-1.58295, 8.37885, 5.21698], [0.22586, 3.01195, -1.24962], [1.67780, 4.59360, -0.55394], [-5.04612, 1.06006, -6.86054], [-0.46408, 8.43547, -0.76252], [-5.29462, -5.16678, 5.89842], [-6.89460, 4.82686, 4.93543], [-7.30321, 4.02489, 8.93744], [1.90950, -1.45336, 0.97724], [0.56738, 4.31735, -1.38216], [-6.01983, -6.57107, 5.42552], [1.34355, -0.28491, 6.64802], [4.54612, -1.79494, 6.95152], [-10.41448, 2.28491, 4.56507], [-11.66997, 4.93957, 8.70897], [1.44615, -2.89168, 8.29585], [0.85773, 2.41608, -0.27586], [-3.23100, 12.21970, 5.95210], [0.68778, 2.70391, 2.95919], [-5.97186, -1.60968, 2.39302], [-2.33190, 3.26192, 3.24768], [-5.21477, -3.49572, 8.17527], [-3.21187, 13.97259, 4.92765], [2.16516, 6.18068, 0.84613], [-4.76489, -1.97790, 6.53219], [-7.34080, 8.30399, 1.64833], [-5.89542, -0.47799, 0.31188], [-8.35606, -0.53750, 1.93948], [-3.19516, 8.99065, 1.62656], [2.97504, -1.07607, 2.72757], [0.22699, -2.26220, 1.65829], [-2.29077, 5.36213, -2.10039], [-8.28091, 8.74066, -0.29099], [3.90617, -2.01803, 3.06650], [-1.58821, -3.07414, 7.28351], [-11.41670, 4.05058, 8.12841], [-0.97072, 4.48818, 3.54273], [-5.91509, 3.81004, 9.03962], [-2.73648, 6.69717, 6.06853], [-6.38338, 9.22744, 0.48223], [-5.45235, 2.53706, 8.29041], [0.57610, 5.69374, 0.96215], [1.90627, 3.25763, 0.23844], [-5.06886, 9.23226, -6.00952], [-6.45084, 4.51469, -2.47054], [2.81110, 0.05500, 1.01393], [-1.57606, 12.41504, 7.01451], [-5.35943, 8.30363, 7.28314], [-6.91342, 3.62358, 3.13909], [-1.88781, 12.76926, 4.51677], [-4.31571, 5.60264, -0.84813], [-8.98971, 7.95513, -0.01081], [-3.86077, -3.36971, 8.15195], [2.84950, 2.78051, -0.02726], [-5.02236, -0.96198, 6.24155], [2.79222, -1.12833, 7.89875], [1.21108, 6.71760, -0.47416], [-4.03284, -3.71670, 2.05653], [0.06283, 9.02869, -5.13600], [-0.95171, 6.62331, -3.07862], [-5.93112, 5.77862, -0.29750], [-2.38253, 6.31543, -2.63277], [-2.27974, -2.30800, 2.70786], [-2.10649, -3.38543, 2.64134], [-9.39089, 3.08288, -0.02460], [-10.85833, 1.68453, 2.51485], [-11.58769, 3.55940, 3.22003], [-10.55270, 2.72494, 3.33081], [1.83151, 3.30565, 1.32272], [2.63930, -2.32749, 8.60304], [-4.26221, 3.49176, 6.53334], [-3.06769, 12.58768, 8.03474], [-11.92867, 3.17785, 8.53133], [-5.85868, 2.61593, -0.42087], [-4.03027, -6.64988, 6.17173], [0.18303, 0.39697, 3.88425], [-1.03166, 7.65605, -4.01448], [-3.30054, -4.28268, 2.65447], [-7.74160, 3.89655, -1.09035], [-2.54497, -3.15656, 5.66807], [-7.39239, 9.07189, 0.87964], [-1.51246, -3.50046, 1.34468], [-2.20030, 9.40366, 1.82106], [-0.65640, 5.64241, -3.47204]],
  "forces_ev_per_angstrom": [[0.09, 0.30, 0.02], [-0.66, -0.12, 0.09], [-0.32, 0.15, 0.23], [-0.91, -1.03, 0.75], [0.53, -0.45, 0.07], [-0.18, -0.10, -0.77], [-0.08, 0.03, -0.24], [-0.42, 0.55, -0.51], [-0.31, -0.69, 0.58], [0.45, -0.18, 0.11], [0.38, 0.14, 0.18], [0.11, -0.22, -0.11], [0.29, 0.13, 0.47], [-1.12, 0.53, -0.04], [-0.21, 0.51, -0.30], [0.05, -0.25, -0.61], [-1.31, 0.85, -0.49], [-0.60, -0.20, -0.12], [-0.12, -0.28, 0.21], [-0.32, 0.06, 0.26], [1.66, -0.30, 0.85], [0.38, 0.31, 0.78], [0.11, 0.25, 0.15], [-0.69, -0.04, -1.66], [0.05, 0.14, -0.95], [1.05, 0.19, -0.22], [-1.32, 1.25, -0.21], [0.50, -0.32, -0.53], [-0.36, 0.59, -0.07], [0.19, -1.39, -0.82], [-1.57, 0.01, -0.17], [0.30, 0.67, -0.63], [0.50, 0.00, 0.64], [-0.37, -1.09, -0.55], [0.20, -0.33, -0.37], [0.00, 0.92, 0.80], [0.37, -1.38, 2.25], [0.73, -0.28, -0.47], [0.63, 0.11, 0.03], [0.10, -0.22, -0.12], [0.18, 0.04, -0.10], [-0.02, -0.05, 0.03], [-0.06, -0.09, 0.51], [-0.39, 0.27, -0.40], [0.65, 0.10, 0.40], [0.01, -0.59, 0.42], [0.26, 0.01, 0.20], [1.31, 0.15, -0.56], [-1.20, 0.89, -1.50], [-0.24, -0.36, -0.12], [0.32, 0.33, 0.22], [1.64, -0.64, 1.21], [0.24, 0.33, -0.01], [-0.95, 0.22, -0.06], [0.12, -0.37, 0.02], [-0.28, 0.07, -0.05], [-1.20, -1.15, 0.32], [0.05, 0.20, 0.23], [-0.48, -0.13, 0.11], [0.00, 0.15, -0.12], [-0.02, -0.10, -0.07], [-0.22, 0.04, -0.32], [0.28, -0.23, 0.15], [0.76, 0.55, 1.34], [0.11, 1.09, 0.36], [-0.02, 0.62, 0.23], [-0.12, -0.02, -0.51], [-0.15, 0.30, -0.83], [0.19, -0.71, 0.95], [-0.18, -0.19, 0.11], [-0.21, -0.06, 0.12], [-0.01, 2.22, 1.07], [0.00, -0.71, 0.36], [0.42, 1.10, -0.59], [-0.29, 0.61, -0.16], [0.52, -0.29, -0.08], [0.45, -0.48, 0.44], [-0.40, -0.55, -0.45], [0.30, 0.80, 0.49], [0.68, 0.24, -0.38], [0.42, 0.69, -0.70], [0.25, -0.08, -0.45], [-0.05, -0.18, 0.03], [0.07, -0.13, -0.17], [-0.09, -0.77, -0.52], [-0.40, -0.28, 0.49], [-0.87, 0.55, -0.45], [1.33, 1.38, 0.22], [0.26, 0.82, 0.10], [0.10, -0.38, 0.70], [-0.29, 0.21, -0.75], [0.95, 0.02, 0.95], [0.16, -0.15, 0.56], [0.32, -0.26, -0.08], [-0.73, 0.38, -0.42], [-0.60, -0.37, 0.06], [-0.08, 0.03, 0.09], [0.63, 0.27, -0.43], [-0.22, 0.31, 0.74], [0.48, -0.17, 0.71], [-0.13, -0.28, -0.21], [-0.02, 0.05, 0.32], [0.36, 0.10, -0.11], [-0.66, -1.87, 1.34], [-0.11, -0.24, -0.67], [0.56, -0.32, 0.18], [0.47, 0.98, -0.26], [-0.12, -0.25, -0.09], [0.56, -0.01, -0.02], [-0.37, 0.04, 0.21], [-0.16, -0.19, 0.00], [-1.09, -0.72, 0.03], [-0.34, 0.91, -0.02], [-0.53, 0.31, -0.05], [-0.02, -0.05, -0.37], [0.66, -0.20, -0.02], [0.48, 1.34, -0.35], [0.19, 0.21, 0.06], [-0.27, 0.35, 0.04], [-0.18, -0.08, 0.18], [-0.02, 0.70, 0.19], [-1.07, 0.13, 0.11], [0.04, 0.92, -0.57], [0.19, -0.33, -0.01], [0.06, 0.54, 0.09], [-0.19, -0.94, -1.56], [0.65, -0.40, -0.24], [-0.12, -1.32, 0.14], [-0.11, 0.17, -0.16], [-0.37, -0.26, -0.30], [-0.22, 0.18, -0.08], [0.99, 0.49, 0.16], [-1.36, 0.19, -0.19], [-0.56, 1.12, 0.17], [0.56, 0.17, 0.01], [-0.03, -0.01, 0.02], [0.09, -0.07, -0.10], [-0.17, -0.72, 2.62], [-0.48, 0.36, 0.85], [0.37, -0.63, 0.02], [0.22, 0.46, 0.95], [-0.49, 0.20, -0.04], [-0.15, 0.46, 0.00], [0.06, 0.72, -0.14], [0.74, 0.83, -0.05], [-0.04, -1.18, 0.86], [-0.41, -0.43, 0.15], [0.19, -0.41, -0.62], [-1.17, -0.41, 0.27], [-0.06, 0.38, 0.28], [0.93, -0.11, -0.80], [-0.04, 0.75, -0.56], [0.49, -0.25, -0.64], [0.77, 1.25, -0.28], [0.10, -0.14, 0.11], [0.02, -0.46, -0.19], [0.28, 0.28, 0.24], [0.31, 0.46, -0.31], [-0.28, -0.78, 1.08], [-0.33, 0.46, -0.50], [-2.57, 0.50, -2.19], [0.72, 0.27, 1.05], [-0.09, 0.16, -0.08], [0.28, -0.20, 0.13], [0.19, 0.20, -0.08], [0.07, -0.08, 0.02], [0.35, 0.70, -0.35], [0.18, -0.28, 0.08], [0.56, -0.69, -0.16], [0.29, -0.87, -0.47], [-0.51, -0.28, -0.47], [0.23, 0.48, -0.54], [-0.24, -0.01, 0.26], [-0.18, 0.14, -0.21], [0.19, 0.76, 0.15], [0.90, -0.64, 0.95], [-0.91, 0.38, 0.51], [0.00, 0.51, 0.13], [-0.42, -0.10, 0.08], [0.38, -0.15, 1.19], [1.48, -0.41, -0.16], [0.11, 0.15, -0.52], [0.31, -0.15, -0.27], [1.11, -0.74, -0.91], [-0.23, 0.12, 0.11], [0.91, 0.04, -0.01], [-0.07, -0.76, 0.20], [-0.15, -0.04, 0.39], [0.16, -0.18, 0.53], [-0.89, 0.15, 0.58], [-0.14, 0.07, 0.29], [-2.01, -1.07, 0.45], [-0.38, -0.75, -0.34], [0.50, -0.17, -0.59], [0.82, -1.00, 0.28], [-0.18, -0.10, 0.25], [-0.13, -1.66, 1.01], [0.33, -0.24, -1.80], [0.14, 0.02, 0.32], [0.42, 1.47, 0.28], [-0.69, 0.12, -0.63], [-0.59, 0.32, -0.28], [0.23, -0.32, 0.06], [-0.10, -0.04, -0.32], [0.06, -0.01, 0.04], [0.18, 0.31, 0.76], [-0.09, 0.04, -0.44], [1.37, -0.09, -0.79], [0.15, 0.60, 0.02], [0.36, -0.33, 0.52], [0.08, -0.09, 0.11], [-0.55, -0.04, -0.19], [0.05, 0.17, 0.00], [-0.05, 0.19, 0.76], [0.67, 0.67, -0.60], [-0.58, -0.15, -0.06], [-0.56, -0.49, 0.11], [-0.60, -0.15, -0.02], [-1.70, -1.47, 0.10], [-0.15, 0.35, 0.05], [0.42, -1.00, -0.35], [-0.54, -0.13, 0.88], [1.81, -0.17, -0.33], [0.38, 1.23, -0.01], [0.36, -0.12, 0.32], [0.23, 0.07, 0.59], [-0.36, -0.37, -1.05], [-0.20, 0.20, -0.07], [-0.35, -0.83, 0.51], [0.79, 0.78, -0.90], [-0.22, -0.55, -0.25], [-0.29, 0.18, -0.01], [-0.02, -0.26, 0.01], [-0.68, -0.72, -0.72], [-0.73, -1.84, -0.11], [-0.07, 0.71, 0.42], [-1.26, 0.52, 0.02], [-0.42, 0.66, -0.02], [0.19, -1.00, 0.54], [1.37, 0.16, -0.62], [-0.34, -0.29, -0.10], [0.21, 0.51, -0.65], [0.57, 0.34, -0.72]],
  "lowdin_charge": [0.13, 0.13, 0.07, -0.13, 0.10, -0.17, 0.08, 0.15, 0.10, 0.12, 0.09, 0.12, 0.07, -0.17, 0.16, -0.18, 0.01, 0.08, 0.15, 0.08, -0.19, 0.08, -0.20, -0.11, 0.14, 0.13, -0.09, 0.09, 0.13, -0.16, -0.09, -0.10, 0.07, -0.55, 0.12, -0.13, -0.27, 0.10, 0.12, 0.10, 0.08, 0.13, 0.09, 0.08, -0.18, 0.14, 0.07, -0.14, -0.06, 0.09, 0.07, -0.01, 0.13, 0.13, 0.06, 0.09, -0.17, 0.11, -0.02, 0.15, 0.13, 0.13, 0.08, -0.08, 0.08, 0.10, 0.09, 0.13, -0.57, 0.10, 0.08, -0.20, -0.18, -0.30, -0.21, -0.09, 0.13, 0.12, -0.30, 0.13, -0.17, 0.09, 0.10, -0.02, 0.12, 0.12, 0.10, -0.17, -0.01, 0.13, 0.12, 0.14, 0.13, 0.13, -0.03, 0.12, 0.05, 0.09, 0.08, 0.12, 0.18, 0.10, 0.15, -0.01, 0.00, -0.18, 0.09, 0.09, 0.12, 0.06, 0.09, -0.20, -0.11, 0.16, -0.17, -0.10, -0.40, 0.09, 0.08, 0.12, 0.09, -0.19, -0.18, 0.09, 0.17, -0.12, -0.14, -0.18, 0.09, 0.05, 0.12, 0.09, 0.07, -0.23, 0.11, 0.16, 0.08, -0.57, -0.15, 0.07, -0.16, 0.10, 0.11, 0.10, -0.17, -0.11, 0.13, 0.07, -0.18, 0.17, -0.10, 0.09, 0.08, -0.32, 0.12, -0.19, 0.12, 0.15, 0.03, 0.08, -0.58, -0.29, 0.09, 0.09, 0.12, 0.07, -0.11, 0.11, 0.07, 0.13, 0.12, 0.09, 0.19, 0.09, -0.55, 0.07, -0.21, 0.11, 0.15, 0.11, -0.57, 0.13, 0.10, -0.09, 0.13, 0.14, 0.10, 0.13, 0.03, 0.05, 0.12, -0.32, -0.54, 0.08, -0.10, 0.11, -0.19, 0.03, 0.12, -0.17, 0.08, -0.04, -0.11, 0.11, 0.13, 0.09, 0.09, -0.17, 0.13, 0.07, 0.16, 0.08, 0.13, 0.13, -0.34, 0.07, 0.13, 0.09, -0.21, 0.08, -0.20, 0.13, -0.18, 0.07, 0.14, 0.17, -0.54, 0.11, 0.09, -0.12, 0.09, 0.09, 0.10, -0.16, -0.11, -0.16, -0.19, -0.19, 0.06, -0.10, -0.17, -0.18, 0.13],
  "lumo_ha": -0.0031,
  "gap_ev": 9.26,
  "homo_ev": -9.341
}